Computed, not measured: a cluster of 20 separate species, C52H76N20O24 in total in a non-equilibrium geometry, with ωB97M-V/def2-TZVPD.

XYZ file:
```
172
Properties=species:S:1:pos:R:3
N -3.65 -28.40 -13.02
C -2.42 -28.74 -12.67
C -1.28 -27.95 -12.86
C -1.46 -26.68 -13.42
C -2.80 -26.25 -13.77
C -3.80 -27.17 -13.49
H -2.25 -29.81 -12.36
H -0.33 -28.34 -12.67
H -0.63 -26.03 -13.67
H -2.95 -25.35 -14.33
H -4.84 -26.91 -13.71
N -1.11 -26.87 -19.78
C -1.84 -25.73 -19.51
C -2.51 -25.55 -18.32
C -2.27 -26.44 -17.29
C -1.49 -27.53 -17.48
C -0.92 -27.75 -18.78
H -2.05 -25.09 -20.37
H -3.15 -24.71 -18.12
H -2.73 -26.28 -16.33
H -1.36 -28.23 -16.65
H -0.24 -28.58 -18.87
N -4.07 -24.21 -21.66
C -4.77 -25.10 -22.38
C -4.63 -25.29 -23.78
C -3.71 -24.46 -24.44
C -2.99 -23.52 -23.72
C -3.19 -23.46 -22.34
H -5.55 -25.59 -21.83
H -5.16 -26.09 -24.26
H -3.64 -24.54 -25.52
H -2.38 -22.73 -24.18
H -2.56 -22.84 -21.70
N -4.56 -22.67 -9.96
C -3.41 -23.05 -10.52
C -3.05 -24.39 -10.73
C -3.90 -25.40 -10.43
C -5.10 -25.01 -9.82
C -5.40 -23.68 -9.62
H -2.80 -22.24 -10.79
H -2.06 -24.61 -11.13
H -3.69 -26.45 -10.57
H -5.80 -25.73 -9.45
H -6.27 -23.37 -9.05
N -0.27 -20.15 -11.51
C -0.38 -20.10 -10.19
C -1.55 -19.93 -9.44
C -2.73 -19.77 -10.13
C -2.66 -19.69 -11.54
C -1.43 -19.90 -12.17
H 0.54 -20.29 -9.69
H -1.42 -19.99 -8.37
H -3.70 -19.71 -9.65
H -3.52 -19.61 -12.20
H -1.33 -19.85 -13.26
N -4.97 -23.24 -15.86
C -4.27 -22.11 -15.56
C -4.19 -21.51 -14.27
C -4.80 -22.18 -13.23
C -5.48 -23.37 -13.48
C -5.61 -23.80 -14.82
H -3.87 -21.66 -16.46
H -3.52 -20.68 -14.18
H -4.77 -21.73 -12.24
H -5.86 -23.95 -12.64
H -6.18 -24.69 -15.08
N -0.09 -24.22 -15.13
C -0.12 -22.88 -15.13
C 0.96 -22.01 -15.45
C 2.19 -22.65 -15.79
C 2.24 -24.02 -15.79
C 1.09 -24.74 -15.43
H -1.11 -22.49 -14.91
H 0.84 -20.95 -15.42
H 3.06 -22.09 -16.07
H 3.13 -24.63 -15.92
H 1.15 -25.84 -15.38
N -4.64 -17.31 -18.55
C -4.85 -16.11 -18.00
C -4.43 -15.72 -16.73
C -3.69 -16.60 -15.96
C -3.37 -17.85 -16.49
C -3.89 -18.15 -17.81
H -5.46 -15.46 -18.63
H -4.73 -14.71 -16.44
H -3.39 -16.31 -14.98
H -2.73 -18.58 -15.99
H -3.72 -19.14 -18.29
C -7.44 -19.21 -19.71
N -8.83 -19.16 -19.23
O -9.63 -18.40 -19.73
O -9.16 -19.93 -18.37
H -7.43 -19.10 -20.81
H -6.98 -20.18 -19.52
H -6.98 -18.37 -19.19
C -7.32 -20.65 -10.86
N -7.99 -21.93 -10.53
O -8.57 -22.00 -9.47
O -7.97 -22.84 -11.32
H -6.99 -20.68 -11.90
H -6.46 -20.61 -10.16
H -8.03 -19.81 -10.77
C -6.19 -23.69 -19.18
N -7.32 -24.66 -18.75
O -7.37 -25.72 -19.33
O -8.03 -24.28 -17.82
H -5.66 -24.16 -19.99
H -5.64 -23.43 -18.29
H -6.66 -22.75 -19.52
C -9.50 -27.17 -13.35
N -8.69 -26.00 -13.52
O -7.51 -26.14 -13.53
O -9.23 -24.94 -13.65
H -10.28 -26.83 -12.66
H -8.95 -28.01 -12.95
H -9.99 -27.38 -14.30
C 0.05 -21.27 -18.84
N -1.27 -21.29 -18.13
O -1.86 -22.37 -18.14
O -1.60 -20.26 -17.56
H 0.55 -22.21 -18.80
H 0.61 -20.54 -18.29
H -0.12 -20.96 -19.87
C -10.75 -24.35 -16.13
N -11.29 -23.83 -17.42
O -10.92 -22.71 -17.72
O -11.98 -24.55 -18.11
H -10.82 -23.48 -15.51
H -9.76 -24.66 -16.40
H -11.24 -25.18 -15.68
C -5.38 -28.91 -16.26
N -6.08 -27.56 -16.18
O -5.39 -26.57 -16.41
O -7.26 -27.51 -15.87
H -4.63 -28.80 -16.98
H -6.05 -29.67 -16.62
H -4.90 -29.08 -15.29
C 0.78 -16.75 -15.43
N -0.30 -17.64 -14.91
O -1.21 -17.13 -14.32
O -0.25 -18.82 -15.19
H 0.67 -15.80 -14.94
H 0.72 -16.70 -16.50
H 1.72 -17.20 -15.10
C -4.05 -18.75 -21.42
N -3.31 -19.86 -20.82
O -3.84 -20.67 -20.10
O -2.12 -19.91 -21.03
H -3.31 -18.14 -21.92
H -4.51 -18.14 -20.61
H -4.82 -19.21 -22.01
C -8.08 -21.53 -15.99
N -8.38 -20.92 -14.63
O -9.37 -21.29 -14.05
O -7.62 -20.10 -14.09
H -7.45 -20.89 -16.55
H -9.09 -21.66 -16.40
H -7.61 -22.48 -15.86
C -9.60 -24.90 -9.70
N -8.72 -25.68 -8.75
O -8.37 -25.15 -7.71
O -8.32 -26.73 -9.18
H -8.98 -24.55 -10.49
H -9.96 -24.03 -9.15
H -10.32 -25.65 -10.03
C -7.40 -17.04 -14.75
N -7.48 -16.71 -16.13
O -7.83 -15.60 -16.46
O -7.27 -17.59 -16.89
H -8.41 -17.11 -14.36
H -6.99 -16.15 -14.29
H -6.83 -17.92 -14.59
```

The LUMO energy is -0.202 eV. Its energy above the lowest of the compared OMol25 structures with the same formula, charge and spin is 0.0 kcal per mole. The calculation puts the total energy at -134063.202 eV. The value obtained for the highest occupied orbital energy is -9.081 eV.

=====

Computed, not measured: a structure of composition C52H78GeN4O5P3S3Ti in a non-equilibrium geometry, with ωB97M-V/def2-TZVPD.

XYZ file:
```
147
Properties=species:S:1:pos:R:3
Ti 0.79 -0.04 1.37
C -1.37 -0.12 4.15
C -0.07 -0.95 4.32
N 0.44 -1.53 3.07
C -0.07 -2.89 2.84
C -1.57 -2.98 2.55
S -1.99 -2.34 0.91
C -3.32 -1.15 1.20
C -3.16 -0.30 2.46
N -1.79 0.10 2.77
H -1.23 0.84 4.66
H -2.19 -0.63 4.68
H -0.24 -1.76 5.04
H 0.71 -0.32 4.73
H 1.47 -1.61 3.14
H 0.13 -3.49 3.74
H 0.49 -3.34 2.03
H -2.15 -2.48 3.32
H -1.84 -4.04 2.60
H -4.30 -1.63 1.23
H -3.31 -0.52 0.31
H -3.54 -0.88 3.30
H -3.82 0.56 2.36
H -1.62 1.05 2.49
C -1.22 -0.39 -1.72
P -0.91 0.99 -0.56
C -2.65 1.66 -0.46
N -3.46 1.03 -1.33
C -4.79 1.34 -1.27
C -5.68 0.71 -2.15
C -7.04 0.98 -2.10
C -7.53 1.89 -1.16
C -6.67 2.52 -0.28
C -5.29 2.26 -0.32
N -4.45 2.90 0.55
C -3.13 2.60 0.45
P -2.01 3.54 1.53
C -2.87 3.39 3.15
C -2.41 5.35 1.13
C -2.44 5.55 -0.39
C -3.73 5.86 1.70
C -1.25 6.17 1.71
C 0.11 2.11 -1.67
C 0.85 3.16 -0.84
C -0.78 2.79 -2.72
C 1.15 1.24 -2.38
H -1.56 -0.02 -2.68
H -2.00 -1.04 -1.33
H -0.30 -0.96 -1.80
H -5.28 0.01 -2.87
H -7.72 0.49 -2.79
H -8.60 2.10 -1.12
H -7.03 3.22 0.45
H -3.95 3.52 3.06
H -2.47 4.13 3.85
H -2.67 2.41 3.58
H -3.28 5.02 -0.84
H -1.52 5.22 -0.87
H -2.55 6.62 -0.60
H -4.56 5.26 1.35
H -3.88 6.90 1.38
H -3.73 5.85 2.79
H -0.30 5.90 1.25
H -1.15 6.01 2.79
H -1.43 7.24 1.55
H 0.17 3.78 -0.27
H 1.43 3.80 -1.51
H 1.52 2.69 -0.12
H -1.52 3.44 -2.26
H -1.31 2.07 -3.34
H -0.15 3.41 -3.37
H 1.64 0.54 -1.70
H 1.92 1.88 -2.81
H 0.70 0.66 -3.20
C 3.58 0.42 0.18
O 2.35 0.57 0.80
H 4.34 0.18 0.94
H 3.85 1.36 -0.32
H 3.56 -0.38 -0.56
O 2.64 -2.36 1.28
C 1.89 -2.42 0.31
O 0.92 -1.61 0.10
C 2.05 -3.53 -0.73
C 1.10 -3.39 -1.90
Ge 1.34 -4.57 -3.43
C 0.47 -6.30 -3.15
C -0.45 -6.81 -4.07
C -1.08 -8.03 -3.84
C -0.80 -8.76 -2.70
C 0.11 -8.26 -1.77
C 0.74 -7.04 -2.00
C 3.23 -4.87 -3.80
C 3.80 -6.14 -3.82
C 5.16 -6.31 -4.05
C 5.97 -5.21 -4.26
C 5.43 -3.94 -4.24
C 4.07 -3.77 -4.02
C 0.53 -3.66 -4.96
C -0.65 -2.94 -4.77
C -1.22 -2.23 -5.81
C -0.62 -2.23 -7.07
C 0.55 -2.94 -7.27
C 1.12 -3.65 -6.22
H 1.90 -4.48 -0.19
H 3.10 -3.54 -1.04
H 1.17 -2.38 -2.30
H 0.06 -3.49 -1.56
H -0.68 -6.25 -4.96
H -1.79 -8.41 -4.57
H -1.29 -9.70 -2.52
H 0.33 -8.82 -0.87
H 1.44 -6.67 -1.26
H 3.17 -7.01 -3.66
H 5.58 -7.31 -4.07
H 7.03 -5.34 -4.44
H 6.06 -3.07 -4.40
H 3.66 -2.77 -4.00
H -1.12 -2.91 -3.80
H -2.13 -1.66 -5.65
H -1.07 -1.67 -7.88
H 1.02 -2.95 -8.24
H 2.04 -4.20 -6.39
C 1.06 4.41 5.39
C 1.84 3.44 6.27
C 3.19 4.01 6.70
O 2.03 2.13 5.70
P 2.39 1.73 4.19
S 3.18 -0.05 4.17
S 0.78 2.02 3.01
O 3.43 2.90 3.83
C 3.95 2.96 2.48
C 5.42 2.61 2.51
C 3.67 4.36 1.95
H 0.88 5.32 5.97
H 0.10 3.98 5.09
H 1.61 4.67 4.49
H 1.25 3.23 7.16
H 3.78 4.30 5.83
H 3.74 3.27 7.27
H 3.03 4.89 7.32
H 3.39 2.24 1.87
H 5.97 3.33 3.10
H 5.82 2.60 1.49
H 5.55 1.62 2.95
H 4.16 5.11 2.58
H 2.59 4.54 1.94
H 4.04 4.45 0.93
```

The LUMO energy (alpha / beta) is 2.129 / 2.129 eV. Its charge is -1. Its energy above the lowest of the compared OMol25 structures with the same formula, charge and spin is 3.5 kcal per mole. The calculation puts the total energy at -211400.321 eV. The expectation value of S² is 2.0223. As for the spin multiplicity: 3. The value obtained for the highest occupied orbital energy (alpha / beta) is -2.677 / -5.344 eV.

=====

Question: Which of these has the highest total energy?
Answer: C52H76N20O24

=====

Question: Among the records above, which one has the highest total energy?
Answer: C52H76N20O24

=====

Question: Number 1 is which compound?
Answer: C52H76N20O24